Formula: C38H61BrNO14PSSi
Source: OMol25
Level of theory: wB97M-V/def2-TZVPD

Bonds (Å) are listed after each position.
CARTESIAN COORDINATES (ANGSTROEM)
1 C -7.424 0.115 -0.427  Si2 1.876, H28 1.088, H29 1.090, H30 1.088
2 Si -5.831 0.161 -1.418  C1 1.876, C3 1.899, C4 1.877, C22 1.884
3 C -4.521 0.993 -0.323  Si2 1.899, H31 1.085, H32 1.086, H33 1.090
4 C -5.217 -1.556 -1.864  Si2 1.877, C5 1.549, H34 1.089, H35 1.087
5 C -5.190 -2.526 -0.656  C4 1.549, C6 1.542, H36 1.087, H37 1.087
6 C -3.770 -3.044 -0.347  C5 1.542, C7 1.553, H38 1.085, H39 1.087
7 C -3.346 -2.854 1.134  C6 1.553, C8 1.543, H40 1.086, H41 1.088
8 C -2.016 -2.086 1.279  C7 1.543, C9 1.542, H42 1.085, H43 1.087
9 C -0.882 -2.908 1.924  C8 1.542, C10 1.540, H44 1.087, H45 1.089
10 C 0.525 -2.444 1.501  C9 1.540, C11 1.548, H46 1.085, H47 1.086
11 C 1.358 -1.804 2.638  C10 1.548, C12 1.530, H48 1.085, H49 1.085
12 C 1.503 -0.282 2.582  C11 1.530, Br13 1.929, O14 1.477, C19 1.542
13 Br -0.071 0.683 2.021  C12 1.929
14 O 1.675 0.096 3.999  C12 1.477, S15 1.580
15 S 2.489 1.442 4.142  O14 1.580, O16 1.419, O17 1.418, O18 1.589
16 O 3.187 1.375 5.376  S15 1.419
17 O 1.734 2.616 3.892  S15 1.418
18 O 3.429 1.176 2.889  S15 1.589, C19 1.445
19 C 2.866 0.168 2.020  C12 1.542, O18 1.445, P20 1.872, H50 1.086
20 P 2.952 0.799 0.260  C19 1.872, N21 1.554, H51 1.410, H52 1.409
21 N 1.649 0.662 -0.575  P20 1.554, H53 1.013
22 C -5.948 1.180 -2.997  Si2 1.884, C23 1.401, C27 1.400
23 C -6.374 2.514 -2.933  C22 1.401, C24 1.388, H54 1.082
24 C -6.409 3.300 -4.076  C23 1.388, C25 1.391, H55 1.078
25 C -6.038 2.750 -5.299  C24 1.391, C26 1.388, H56 1.080
26 C -5.634 1.426 -5.397  C25 1.388, C27 1.399, H57 1.078
27 C -5.587 0.643 -4.238  C22 1.400, C26 1.399, H58 1.081
28 H -7.859 1.097 -0.251  C1 1.088
29 H -7.183 -0.298 0.553  C1 1.090
30 H -8.194 -0.525 -0.852  C1 1.088
31 H -4.299 1.978 -0.722  C3 1.085
32 H -4.846 1.084 0.709  C3 1.086
33 H -3.610 0.398 -0.383  C3 1.090
34 H -4.189 -1.413 -2.196  C4 1.089
35 H -5.760 -1.997 -2.694  C4 1.087
36 H -5.814 -3.389 -0.874  C5 1.087
37 H -5.620 -2.086 0.240  C5 1.087
38 H -3.036 -2.565 -0.988  C6 1.085
39 H -3.715 -4.108 -0.563  C6 1.087
40 H -4.109 -2.294 1.668  C7 1.086
41 H -3.285 -3.833 1.605  C7 1.088
42 H -2.212 -1.204 1.879  C8 1.085
43 H -1.642 -1.759 0.312  C8 1.087
44 H -1.048 -3.938 1.618  C9 1.087
45 H -1.001 -2.895 3.006  C9 1.089
46 H 1.061 -3.333 1.187  C10 1.085
47 H 0.486 -1.747 0.669  C10 1.086
48 H 2.348 -2.243 2.691  C11 1.085
49 H 0.886 -2.018 3.592  C11 1.085
50 H 3.556 -0.670 2.033  C19 1.086
51 H 4.031 0.082 -0.297  P20 1.410
52 H 3.420 2.119 0.415  P20 1.409
53 H 1.778 0.076 -1.391  N21 1.013
54 H -6.656 2.901 -1.963  C23 1.082
55 H -6.716 4.329 -3.978  C24 1.078
56 H -6.063 3.353 -6.194  C25 1.080
57 H -5.335 1.000 -6.341  C26 1.078
58 H -5.265 -0.383 -4.340  C27 1.081
59 O -3.540 3.892 -4.070  C60 1.195
60 C -2.821 4.034 -3.126  O59 1.195, C61 1.518, O64 1.356
61 C -2.222 5.324 -2.594  C60 1.518, C62 1.529, H65 1.091, H66 1.086
62 C -1.114 4.819 -1.669  C61 1.529, C63 1.523, H67 1.088, H68 1.091
63 C -1.667 3.472 -1.223  C62 1.523, O64 1.439, H69 1.093, H70 1.088
64 O -2.446 2.998 -2.337  C60 1.356, C63 1.439
65 H -2.996 5.868 -2.051  C61 1.091
66 H -1.845 5.934 -3.410  C61 1.086
67 H -0.886 5.484 -0.839  C62 1.088
68 H -0.198 4.670 -2.242  C62 1.091
69 H -2.326 3.560 -0.355  C63 1.093
70 H -0.890 2.744 -1.001  C63 1.088
71 O 2.116 -2.982 -1.982  C72 1.196
72 C 2.588 -2.405 -2.918  O71 1.196, C73 1.514, O76 1.359
73 C 2.747 -2.898 -4.340  C72 1.514, C74 1.528, H77 1.091, H78 1.081
74 C 3.748 -1.903 -4.926  C73 1.528, C75 1.523, H79 1.087, H80 1.090
75 C 3.462 -0.648 -4.112  C74 1.523, O76 1.443, H81 1.092, H82 1.088
76 O 3.045 -1.128 -2.817  C72 1.359, C75 1.443
77 H 1.777 -2.846 -4.836  C73 1.091
78 H 3.115 -3.914 -4.355  C73 1.081
79 H 3.648 -1.752 -5.997  C74 1.087
80 H 4.763 -2.251 -4.732  C74 1.090
81 H 2.650 -0.052 -4.533  C75 1.092
82 H 4.337 -0.014 -3.988  C75 1.088
83 O 0.112 -3.081 8.851  C84 1.195
84 C 0.477 -2.026 8.424  O83 1.195, C85 1.519, O88 1.353
85 C -0.222 -0.683 8.555  C84 1.519, C86 1.528, H89 1.091, H90 1.086
86 C 0.486 0.165 7.498  C85 1.528, C87 1.522, H91 1.088, H92 1.092
87 C 1.866 -0.477 7.453  C86 1.522, O88 1.443, H93 1.092, H94 1.079
88 O 1.642 -1.870 7.753  C84 1.353, C87 1.443
89 H -0.056 -0.305 9.564  C85 1.091
90 H -1.287 -0.789 8.369  C85 1.086
91 H 0.516 1.228 7.725  C86 1.088
92 H -0.011 0.040 6.534  C86 1.092
93 H 2.541 -0.065 8.207  C87 1.092
94 H 2.333 -0.396 6.484  C87 1.079
95 O 4.434 -4.770 -6.087  C96 1.196
96 C 5.270 -5.286 -5.405  O95 1.196, C97 1.516, O100 1.354
97 C 5.401 -6.753 -5.047  C96 1.516, C98 1.528, H101 1.091, H102 1.086
98 C 6.372 -6.721 -3.867  C97 1.528, C99 1.523, H103 1.088, H104 1.091
99 C 7.193 -5.474 -4.170  C98 1.523, O100 1.440, H105 1.092, H106 1.087
100 O 6.287 -4.584 -4.850  C96 1.354, C99 1.440
101 H 5.813 -7.282 -5.907  C97 1.091
102 H 4.433 -7.170 -4.786  C97 1.086
103 H 6.979 -7.618 -3.763  C98 1.088
104 H 5.817 -6.581 -2.939  C98 1.091
105 H 8.034 -5.680 -4.835  C99 1.092
106 H 7.564 -4.982 -3.275  C99 1.087
107 O 2.001 7.366 1.815  C108 1.195
108 C 2.810 6.857 2.532  O107 1.195, C109 1.517, O112 1.357
109 C 2.930 5.390 2.901  C108 1.517, C110 1.527, H113 1.091, H114 1.084
110 C 3.858 5.428 4.113  C109 1.527, C111 1.523, H115 1.088, H116 1.090
111 C 4.688 6.675 3.834  C110 1.523, O112 1.437, H117 1.093, H118 1.087
112 O 3.810 7.561 3.120  C108 1.357, C111 1.437
113 H 3.375 4.856 2.059  C109 1.091
114 H 1.959 4.970 3.135  C109 1.084
115 H 4.461 4.531 4.243  C110 1.088
116 H 3.269 5.569 5.020  C110 1.090
117 H 5.554 6.464 3.202  C111 1.093
118 H 5.027 7.170 4.740  C111 1.087

- maximum force (eV/A) = 1.46
- HOMO-LUMO gap (eV) = 8.659
- total charge = 0
- SMILES = C[Si](C)(CCCCCCCC[C@@]1(Br)OS(=O)(=O)O[C@@H]1[PH2]=N)c1ccccc1.O=C1CCCO1.O=C1CCCO1.O=C1CCCO1.O=C1CCCO1.O=C1CCCO1
- E_HOMO (eV) = -8.6
- DFT total energy (Ha) = -6195.733296
- lowest unoccupied orbital energy (eV) = 0.1